# C19H16BBr2N7OOs

C19H16BBr2N7OOs as an isolated structure (the ωB97M-V functional and the def2-TZVPD basis, the Open Molecules 2025 dataset).

**HOMO level (spin up / spin down)**: -14.21 / -14.31 eV
**Lowest unoccupied orbital energy (spin up / spin down)**: -9.3 / -9.1 eV
**Net charge**: +2

CARTESIAN COORDINATES (ANGSTROEM)
Os  0.225  -0.130  -0.541
C  -3.191  1.319  -2.544
C  -1.976  0.655  -2.534
N  -1.585  0.457  -1.264
N  -2.519  1.016  -0.463
C  -3.501  1.527  -1.208
B  -2.297  0.848  1.040
N  -1.007  1.647  1.384
C  -0.761  2.717  2.129
C  0.611  2.985  2.106
C  1.155  1.998  1.319
N  0.167  1.182  0.889
N  -1.964  -0.654  1.289
C  -2.640  -1.522  2.027
C  -2.053  -2.781  1.913
C  -0.979  -2.591  1.084
N  -0.901  -1.292  0.687
H  -3.773  1.602  -3.403
H  -1.381  0.298  -3.360
H  -4.353  2.003  -0.751
H  -3.249  1.177  1.673
H  -1.564  3.223  2.641
H  1.134  3.771  2.622
H  2.185  1.807  1.060
H  -3.509  -1.208  2.583
H  -2.371  -3.696  2.382
H  -0.267  -3.315  0.743
C  2.255  -2.866  0.724
C  3.012  -1.853  -0.060
C  4.390  -2.021  -0.253
C  5.123  -1.108  -0.964
C  4.469  -0.004  -1.531
C  5.096  1.019  -2.311
Br  6.928  0.966  -2.616
C  4.367  2.055  -2.851
C  2.981  2.115  -2.671
Br  1.997  3.497  -3.416
C  2.344  1.129  -1.925
O  1.041  1.117  -1.714
C  3.089  0.092  -1.320
N  2.357  -0.799  -0.571
H  2.910  -3.663  1.065
H  1.487  -3.307  0.091
H  1.787  -2.403  1.595
H  4.868  -2.891  0.174
H  6.187  -1.242  -1.104
H  4.864  2.823  -3.427

How is the electron density shared among the atoms? According to Mulliken, the charges in e are:
1 Os 1.407
2 C -1.013
3 C -0.049
4 N -0.441
5 N 0.364
6 C -0.073
7 B 0.080
8 N -0.385
9 C -0.033
10 C -1.149
11 C -0.046
12 N 0.251
13 N 0.352
14 C -0.018
15 C -1.086
16 C -0.153
17 N -0.243
18 H 0.439
19 H 0.472
20 H 0.490
21 H -0.015
22 H 0.498
23 H 0.445
24 H 0.543
25 H 0.474
26 H 0.444
27 H 0.492
28 C -1.299
29 C 0.968
30 C -1.000
31 C -0.716
32 C 0.620
33 C -0.058
34 Br -0.086
35 C -0.347
36 C -0.229
37 Br -0.034
38 C 0.186
39 O -0.660
40 C 0.682
41 N -0.427
42 H 0.467
43 H 0.170
44 H 0.412
45 H 0.397
46 H 0.429
47 H 0.474

# C19H16BrN2O4

A 2-piece molecular cluster, C19H16BrN2O4 overall at a distorted geometry (the ωB97M-V functional and the def2-TZVPD basis, the Open Molecules 2025 dataset).

**HOMO level**: -3.98 eV
**Lowest unoccupied orbital energy**: 2.2 eV
**Net charge**: -1

CARTESIAN COORDINATES (ANGSTROEM)
Br  -1.403  -2.862  2.690
C  -0.020  -2.499  1.426
C  1.280  -2.239  1.886
C  2.312  -2.048  0.973
C  2.095  -2.192  -0.423
C  3.174  -2.075  -1.413
C  2.918  -1.569  -2.683
N  3.883  -0.851  -3.358
O  3.705  -0.472  -4.548
O  4.931  -0.576  -2.719
C  0.773  -2.446  -0.853
C  -0.263  -2.657  0.059
H  1.471  -2.210  2.953
H  3.299  -1.749  1.327
H  4.205  -2.017  -1.026
H  1.937  -1.577  -3.178
H  0.564  -2.479  -1.921
H  -1.245  -2.953  -0.292
C  4.941  -2.849  -6.393
C  5.604  -3.042  -5.057
O  4.600  -3.504  -4.126
C  5.100  -3.675  -2.862
C  4.027  -3.975  -1.871
C  4.403  -4.821  -0.771
C  5.679  -4.705  -0.134
C  5.976  -5.405  1.012
C  5.086  -6.353  1.532
C  5.343  -7.037  2.764
N  5.498  -7.588  3.794
C  3.871  -6.563  0.855
C  3.542  -5.858  -0.273
O  6.316  -3.605  -2.666
H  5.525  -2.145  -6.981
H  4.926  -3.806  -6.926
H  3.925  -2.470  -6.277
H  6.426  -3.758  -5.113
H  5.997  -2.096  -4.677
H  3.066  -4.191  -2.332
H  6.421  -4.075  -0.635
H  6.914  -5.195  1.545
H  3.158  -7.286  1.288
H  2.638  -6.124  -0.856

How is the electron density shared among the atoms? According to Mulliken, the charges in e are:
1 Br -0.220
2 C 0.023
3 C -0.477
4 C -0.284
5 C 0.625
6 C -0.033
7 C -0.947
8 N 1.149
9 O -0.754
10 O -0.660
11 C -0.442
12 C -0.602
13 H 0.398
14 H 0.404
15 H 0.471
16 H 0.188
17 H 0.228
18 H 0.393
19 C -1.291
20 C -0.297
21 O -0.289
22 C 0.441
23 C -0.769
24 C 0.894
25 C -0.413
26 C -0.780
27 C 0.526
28 C 0.039
29 N -0.601
30 C -0.531
31 C -0.465
32 O -0.737
33 H 0.366
34 H 0.351
35 H 0.276
36 H 0.451
37 H 0.318
38 H 0.513
39 H 0.478
40 H 0.373
41 H 0.351
42 H 0.336

# C19H16Cl2O4PPdS

C19H16Cl2O4PPdS as an isolated structure at a distorted geometry (the ωB97M-V functional and the def2-TZVPD basis, the Open Molecules 2025 dataset).

**Energy relative to the best compared isomer or geometry (same formula, charge and spin)**: 2.784 eV
**HOMO level (spin up / spin down)**: -4.97 / -4.97 eV
**Lowest unoccupied orbital energy (spin up / spin down)**: 2.2 / 2.2 eV
**Net charge**: -1

CARTESIAN COORDINATES (ANGSTROEM)
Pd  0.184  -0.128  0.324
Cl  1.627  -1.416  -1.530
C  2.552  -2.193  -0.202
Cl  1.483  -2.768  1.072
H  3.187  -1.418  0.216
H  3.070  -3.041  -0.633
C  -0.732  2.239  -4.240
C  -0.576  3.282  -3.335
C  -0.992  3.132  -2.024
C  -1.593  1.947  -1.596
C  -1.733  0.904  -2.506
C  -1.304  1.049  -3.821
P  -2.077  1.893  0.178
C  -3.715  2.740  0.052
C  -4.163  3.434  1.172
C  -5.392  4.083  1.167
C  -6.186  4.055  0.031
C  -5.747  3.372  -1.098
C  -4.524  2.720  -1.084
C  -2.628  0.144  0.305
C  -3.943  -0.295  0.408
C  -4.235  -1.652  0.474
C  -3.212  -2.583  0.412
C  -1.885  -2.165  0.329
C  -1.596  -0.807  0.294
H  -0.393  2.350  -5.263
H  -0.103  4.206  -3.645
H  -0.820  3.928  -1.309
H  -2.181  -0.030  -2.190
H  -1.421  0.225  -4.515
H  -3.537  3.469  2.057
H  -5.722  4.617  2.049
H  -7.140  4.567  0.020
H  -6.360  3.347  -1.991
H  -4.189  2.190  -1.968
H  -4.751  0.427  0.432
H  -5.264  -1.979  0.565
H  -3.436  -3.643  0.449
H  -1.090  -2.896  0.295
O  0.505  1.113  2.149
S  1.809  1.577  1.446
O  2.478  2.597  2.214
O  1.374  1.986  0.082
O  2.590  0.320  1.262

How is the electron density shared among the atoms? According to Mulliken, the charges in e are:
1 Pd -0.205
2 Cl -0.130
3 C -0.235
4 Cl -0.102
5 H 0.267
6 H 0.358
7 C -0.421
8 C -0.595
9 C -0.600
10 C 0.365
11 C 0.053
12 C -0.712
13 P 0.155
14 C 0.001
15 C -0.405
16 C -0.566
17 C -0.428
18 C -0.665
19 C 0.047
20 C 0.497
21 C -0.292
22 C -0.802
23 C -0.652
24 C -0.498
25 C 0.723
26 H 0.362
27 H 0.375
28 H 0.347
29 H 0.406
30 H 0.400
31 H 0.397
32 H 0.378
33 H 0.365
34 H 0.386
35 H 0.382
36 H 0.324
37 H 0.370
38 H 0.366
39 H 0.277
40 O -0.656
41 S 1.250
42 O -0.688
43 O -0.576
44 O -0.623

# C19H16ClN5O5S

One molecule with the formula C19H16ClN5O5S at a distorted geometry (the ωB97M-V functional and the def2-TZVPD basis, the Open Molecules 2025 dataset).

**HOMO level**: -8.47 eV
**Lowest unoccupied orbital energy**: 0.0 eV
**Net charge**: 0
**SMILES string**: CS(=O)(=O)c1cc(Nc2nccc(Nc3c(Cl)ccc4c3OCO4)n2)cc(C(N)=O)c1

CARTESIAN COORDINATES (ANGSTROEM)
O  -3.709  3.158  0.461
O  -5.437  -2.796  -1.620
O  -6.567  -0.869  -0.614
Cl  4.693  1.664  -0.231
N  1.640  -1.678  -2.635
N  0.964  -0.327  -0.832
O  3.978  -0.537  5.161
O  2.142  -0.643  3.690
C  -2.737  2.786  -0.183
C  0.749  -0.943  -1.966
C  2.908  -1.712  -2.194
C  2.177  -0.431  -0.364
C  3.231  -1.091  -0.990
C  5.654  0.904  2.192
C  5.527  0.408  3.489
C  -1.593  0.880  -1.397
C  -3.991  0.823  -1.020
C  -2.929  -1.010  -2.175
C  4.576  0.852  1.295
C  4.314  -0.062  3.925
C  3.236  -0.095  3.064
C  -2.761  1.516  -0.962
C  -1.673  -0.386  -1.999
C  3.346  0.276  1.735
C  -4.080  -0.437  -1.625
N  -1.609  3.547  -0.067
N  -0.531  -1.081  -2.438
N  2.253  0.197  0.863
C  2.575  -0.871  5.016
C  -6.328  -0.859  -3.270
S  -5.654  -1.318  -1.702
H  3.654  -2.272  -2.702
H  4.212  -1.138  -0.557
H  6.604  1.396  1.859
H  6.378  0.382  4.207
H  -0.649  1.378  -1.255
H  -4.886  1.278  -0.527
H  -2.971  -1.997  -2.629
H  -1.626  4.270  0.642
H  -0.729  3.063  -0.179
H  -0.673  -1.916  -2.984
H  1.313  0.247  1.262
H  2.434  -1.914  5.325
H  1.974  -0.289  5.703
H  -6.206  0.206  -3.447
H  -5.809  -1.438  -4.036
H  -7.385  -1.116  -3.286

How is the electron density shared among the atoms? According to Mulliken, the charges in e are:
1 O -0.620
2 O -0.672
3 O -0.678
4 Cl -0.170
5 N -0.711
6 N -0.435
7 O -0.454
8 O -0.477
9 C 0.380
10 C 0.323
11 C -0.552
12 C 0.437
13 C -0.356
14 C -0.493
15 C -0.730
16 C -0.588
17 C -0.544
18 C -0.589
19 C 0.354
20 C 0.551
21 C 0.640
22 C 0.481
23 C 0.265
24 C -0.212
25 C -0.009
26 N -0.427
27 N -0.129
28 N -0.129
29 C -0.237
30 C -1.025
31 S 1.309
32 H 0.424
33 H 0.516
34 H 0.350
35 H 0.359
36 H 0.365
37 H 0.443
38 H 0.345
39 H 0.274
40 H 0.221
41 H 0.263
42 H 0.332
43 H 0.241
44 H 0.254
45 H 0.364
46 H 0.358
47 H 0.385

# C19H16F3NO3

One molecule with the formula C19H16F3NO3 at a distorted geometry (the ωB97M-V functional and the def2-TZVPD basis, the Open Molecules 2025 dataset).

**Energy relative to the best compared isomer or geometry (same formula, charge and spin)**: 3.696 eV
**HOMO level**: -8.01 eV
**Lowest unoccupied orbital energy**: 0.5 eV
**Net charge**: 0
**SMILES string**: COc1ccc(C2=C[C@@H](N(C)C(=O)C(F)(F)F)c3ccccc3O2)cc1

CARTESIAN COORDINATES (ANGSTROEM)
C  0.950  -1.075  4.182
N  0.056  -0.999  3.005
C  -1.263  -0.789  3.216
C  -1.861  -1.225  4.596
F  -1.681  -2.571  4.872
F  -1.310  -0.512  5.640
F  -3.186  -0.948  4.658
O  -1.974  -0.197  2.389
H  0.376  -1.647  4.984
H  1.998  -1.483  4.036
H  0.967  -0.037  4.635
C  2.218  4.645  -4.931
O  2.809  4.197  -3.696
C  2.189  3.157  -3.068
C  2.738  2.775  -1.831
C  2.136  1.785  -1.070
C  0.960  1.110  -1.474
C  0.368  0.075  -0.611
O  -0.702  -0.485  -1.251
C  -1.342  -1.535  -0.630
C  -1.074  -1.936  0.695
C  -1.661  -3.153  1.075
C  -2.697  -3.696  0.317
C  -3.077  -3.163  -0.916
C  -2.350  -2.095  -1.415
C  0.127  -1.377  1.486
C  0.724  -0.284  0.679
C  0.438  1.504  -2.747
C  1.021  2.504  -3.525
H  2.848  5.482  -5.247
H  2.243  3.830  -5.669
H  1.184  4.977  -4.760
H  3.620  3.319  -1.504
H  2.602  1.501  -0.125
H  -1.334  -3.608  2.006
H  -3.247  -4.532  0.734
H  -3.891  -3.593  -1.495
H  -2.566  -1.668  -2.391
H  0.818  -2.220  1.802
H  1.686  0.104  1.022
H  -0.441  1.041  -3.203
H  0.577  2.821  -4.470

How is the electron density shared among the atoms? According to Mulliken, the charges in e are:
1 C -0.948
2 N 0.270
3 C 0.506
4 C 0.501
5 F -0.238
6 F -0.240
7 F -0.256
8 O -0.596
9 H 0.360
10 H 0.311
11 H 0.319
12 C -0.798
13 O -0.439
14 C 1.006
15 C -0.815
16 C -0.476
17 C 0.317
18 C 1.169
19 O -0.482
20 C 0.088
21 C 0.348
22 C -0.806
23 C -0.618
24 C -0.594
25 C -0.405
26 C 0.335
27 C -1.124
28 C -0.483
29 C -0.716
30 H 0.229
31 H 0.326
32 H 0.330
33 H 0.392
34 H 0.283
35 H 0.441
36 H 0.356
37 H 0.398
38 H 0.427
39 H 0.453
40 H 0.183
41 H 0.350
42 H 0.341

# C19H16N2O3

One molecule with the formula C19H16N2O3 at a distorted geometry (the ωB97M-V functional and the def2-TZVPD basis, the Open Molecules 2025 dataset).

**Energy relative to the best compared isomer or geometry (same formula, charge and spin)**: 6.296 eV
**HOMO level**: -7.82 eV
**Lowest unoccupied orbital energy**: 0.2 eV
**Net charge**: 0
**SMILES string**: [H]/N=C1/OC2=C(CCC/C2=C/c2ccoc2)[C@H](c2ccoc2)[C@@H]1C#N

CARTESIAN COORDINATES (ANGSTROEM)
N  3.513  1.354  1.425
C  2.908  0.926  0.550
N  2.001  2.430  -1.725
O  -3.188  2.480  -3.000
O  3.634  -4.052  -0.342
O  0.083  1.524  -0.786
C  1.425  1.506  -1.084
C  -4.024  3.325  -2.336
C  3.998  -3.326  0.805
C  -2.537  1.735  -2.038
C  2.767  -3.213  -0.982
C  -4.211  3.105  -0.977
C  3.197  -2.243  1.043
C  -3.100  2.113  -0.792
C  -0.363  0.523  0.083
C  2.392  -2.109  -0.167
C  0.267  -0.646  0.318
C  -2.663  1.591  0.449
C  -1.599  0.806  0.864
C  -0.283  -1.795  1.136
C  2.284  0.391  -0.716
C  1.503  -0.941  -0.570
C  -1.675  0.133  2.225
C  -1.533  -1.332  1.999
H  3.007  2.320  -1.830
H  -4.683  3.990  -2.877
H  4.586  -3.645  1.612
H  -1.712  1.053  -2.174
H  2.333  -3.474  -1.919
H  -4.894  3.503  -0.155
H  3.236  -1.453  1.773
H  -3.435  1.829  1.138
H  -0.582  -2.609  0.514
H  0.546  -2.203  1.755
H  3.038  0.235  -1.425
H  1.141  -1.122  -1.604
H  -0.866  0.534  2.787
H  -2.611  0.348  2.765
H  -2.294  -1.690  1.355
H  -1.607  -1.900  2.904

How is the electron density shared among the atoms? According to Mulliken, the charges in e are:
1 N -0.585
2 C 0.232
3 N -0.821
4 O -0.358
5 O -0.346
6 O -0.482
7 C 0.279
8 C -0.348
9 C -0.643
10 C -0.550
11 C -0.745
12 C -0.774
13 C -0.638
14 C 0.453
15 C 1.080
16 C 0.046
17 C -0.664
18 C -0.617
19 C 0.521
20 C -0.754
21 C 0.187
22 C 0.696
23 C -1.094
24 C -1.000
25 H 0.294
26 H 0.406
27 H 0.459
28 H 0.494
29 H 0.453
30 H 0.345
31 H 0.529
32 H 0.303
33 H 0.291
34 H 0.396
35 H 0.668
36 H 0.598
37 H 0.434
38 H 0.390
39 H 0.444
40 H 0.420